[1]
# C30H55BO11S

A 8-piece molecular cluster, C30H55BO11S overall (ωB97M-V/def2-TZVPD, the OMol25 dataset).

2S+1: 1
Energy relative to the best compared isomer or geometry (same formula, charge and spin), eV: 0.0000
Structure (SMILES): CCSCC1=C(B(O)CC)C(=O)OC1=O.CC(C)=O.CC(C)=O.CC(C)=O.CC(C)=O.CC(C)=O.CC(C)=O.CC(C)=O
Charge: 0
DFT total energy, hartree: -2426.8239
Gap between HOMO and LUMO, eV: 8.176

Each line ends with the Löwdin charge.
Geometry (Å):
C -2.45203 0.44566 -5.76004  -0.17
C -2.71010 0.39613 -4.24889  -0.53
S -1.48271 -0.68864 -3.46849  0.90
C -2.31905 -0.94981 -1.86070  -0.39
C -1.50567 -1.94261 -1.11025  -0.17
C -0.66346 -1.76404 -0.08130  0.09
B -0.44296 -0.44327 0.75555  -0.44
O -1.57516 0.33505 0.84915  0.11
C 0.85941 -0.02835 1.51899  -0.12
C 1.48165 -1.13831 2.39681  -0.09
C 0.02114 -3.09923 0.00470  -0.36
O 1.17436 -3.35721 0.09062  0.19
O -0.92623 -4.06568 -0.38150  0.11
C -1.65476 -3.41647 -1.36578  -0.40
O -2.34780 -3.99361 -2.13160  0.18
H -1.46204 0.07225 -6.02416  0.05
H -3.19347 -0.13952 -6.30206  0.07
H -2.52479 1.46908 -6.12976  0.07
H -3.69304 -0.02087 -4.02853  0.07
H -2.63692 1.38542 -3.79608  0.07
H -2.34666 0.00153 -1.33577  0.08
H -3.31306 -1.34878 -2.06492  0.10
H -1.71903 0.61117 1.76291  0.09
H 1.60930 0.33785 0.80813  0.10
H 0.59458 0.81054 2.17294  0.11
H 2.06107 -1.84771 1.81178  0.06
H 2.16305 -0.69514 3.12353  0.05
H 0.72239 -1.67820 2.97069  0.08
C -3.61477 3.25156 0.33763  -0.01
C -3.41672 3.07604 1.82088  -0.49
C -4.59080 3.39563 2.70592  -0.02
O -2.36011 2.68988 2.27409  0.04
H -2.70023 2.98342 -0.18683  0.07
H -4.43198 2.61147 -0.00004  0.09
H -3.87872 4.28742 0.11647  0.09
H -5.43436 2.75660 2.43900  0.08
H -4.88689 4.43779 2.56970  0.09
H -4.32521 3.22661 3.74696  0.08
C 2.97751 1.95787 -3.20928  -0.03
C 2.32802 2.08183 -1.85634  -0.50
C 0.83568 2.31518 -1.84713  -0.02
O 2.95911 1.99007 -0.82721  0.06
H 4.04442 1.78794 -3.09018  0.07
H 2.54145 1.12801 -3.76633  0.08
H 2.82110 2.86681 -3.79226  0.09
H 0.33297 1.48721 -2.35536  0.05
H 0.59293 3.24100 -2.37184  0.09
H 0.48386 2.37988 -0.81831  0.08
C 5.48931 0.73429 3.70644  -0.02
C 5.08454 -0.16179 4.85273  -0.50
C 5.80046 0.05283 6.16536  -0.03
O 4.23087 -1.00705 4.72534  0.07
H 4.90789 0.48709 2.82148  0.08
H 5.32172 1.78003 3.97044  0.09
H 6.55183 0.60911 3.49040  0.08
H 5.64305 1.07469 6.51494  0.08
H 6.87380 -0.09581 6.03524  0.08
H 5.42403 -0.64725 6.90693  0.08
C -0.01281 7.55191 3.04414  -0.03
C -1.28708 6.77191 3.26638  -0.50
C -1.13579 5.32212 3.65077  -0.02
O -2.37472 7.28466 3.13561  0.06
H -0.25184 8.57654 2.77049  0.08
H 0.59117 7.54835 3.95318  0.08
H 0.57485 7.08868 2.24961  0.08
H -0.57192 5.23272 4.58120  0.09
H -0.59984 4.77885 2.87102  0.09
H -2.11660 4.87495 3.78102  0.06
C 5.45136 -0.15863 -7.71612  -0.03
C 5.03559 0.19354 -6.30816  -0.50
C 5.90088 -0.34622 -5.19477  -0.02
O 4.06000 0.87122 -6.08489  0.07
H 4.75601 0.28320 -8.42525  0.08
H 6.45860 0.21254 -7.91311  0.08
H 5.46228 -1.24253 -7.84291  0.09
H 6.92343 0.01904 -5.30474  0.09
H 5.92748 -1.43641 -5.23663  0.09
H 5.50466 -0.03160 -4.23253  0.07
C -5.25947 -1.29425 4.06467  -0.02
C -4.87000 -0.83164 2.68253  -0.49
C -3.83924 -1.65996 1.95233  -0.01
O -5.35152 0.16013 2.18333  0.07
H -5.99977 -0.61768 4.48420  0.08
H -5.67180 -2.30362 4.01858  0.09
H -4.38073 -1.32020 4.71158  0.09
H -4.18784 -2.68689 1.82757  0.09
H -2.91166 -1.68351 2.52868  0.09
H -3.64757 -1.21224 0.98098  0.07
C -1.61945 -7.22857 -1.30425  -0.03
C -1.20901 -8.66749 -1.11832  -0.51
C -0.15157 -8.93262 -0.07090  -0.03
O -1.69347 -9.56460 -1.76781  0.07
H -2.37883 -7.15602 -2.07851  0.08
H -2.01490 -6.82593 -0.37057  0.08
H -0.75770 -6.62380 -1.58814  0.08
H -0.49751 -8.58852 0.90539  0.08
H 0.76086 -8.38536 -0.31389  0.08
H 0.06267 -9.99767 -0.02658  0.08

***

[2]
# C2H4O2

A 2-piece molecular cluster, C2H4O2 overall (ωB97M-V/def2-TZVPD, the OMol25 dataset).

2S+1: 1
Energy relative to the best compared isomer or geometry (same formula, charge and spin), eV: 2.4729
Structure (SMILES): C=O.C=O
Charge: 0
DFT total energy, hartree: -229.0157
Gap between HOMO and LUMO, eV: 10.807

Each line ends with the natural charge from an NBO analysis.
Geometry (Å):
C -0.74057 -1.49438 -0.70920  0.28
O 0.03878 -1.95752 0.06994  -0.50
H -0.76244 -0.39440 -0.84238  0.10
H -1.38426 -2.07238 -1.39259  0.12
C 0.74430 1.43648 0.72950  0.25
O 0.11075 2.44360 0.53996  -0.50
H 1.83193 1.48323 0.58698  0.12
H 0.16151 0.55537 1.01779  0.13

***

[3]
# C35H26BrClN5Sn

C35H26BrClN5Sn as an isolated structure (ωB97M-V/def2-TZVPD, the OMol25 dataset).

2S+1: 1
Energy relative to the best compared isomer or geometry (same formula, charge and spin), eV: 1.3601
Charge: +1
DFT total energy, hartree: -4871.4057
Gap between HOMO and LUMO, eV: 7.419

Each line ends with the natural charge from an NBO analysis.
Geometry (Å):
Sn -0.01570 0.54745 -0.23456  1.41
C -1.00150 -1.07656 2.94031  -0.17
C -1.07045 -2.23265 1.99466  -0.38
C 0.36841 -2.39764 1.59115  -0.17
C 1.13591 -1.54997 2.29618  -0.25
C 0.28367 -0.73491 3.13627  -0.20
H -1.86003 -0.66999 3.44386  0.23
H -1.33072 -3.11776 2.59652  0.28
H 0.70611 -3.14616 0.89986  0.22
H 2.21240 -1.49713 2.27380  0.22
H 0.64652 -0.00554 3.84070  0.21
N 7.31747 0.65150 -1.70741  -0.53
C 8.40485 0.34719 -2.47322  0.19
C 9.69892 0.84793 -2.49804  -0.27
C 10.54975 0.31895 -3.44233  -0.18
C 10.13546 -0.68490 -4.33037  -0.22
C 8.85680 -1.19113 -4.30907  -0.18
C 7.96451 -0.66749 -3.36739  0.06
N 6.65548 -0.94461 -3.12398  -0.40
C 6.28414 -0.15262 -2.14182  0.30
C 4.94538 -0.07700 -1.61124  0.01
C 4.56524 0.87670 -0.65184  -0.19
C 3.24763 0.97542 -0.27074  0.04
N 2.28822 0.17885 -0.73804  -0.59
C 2.64757 -0.78532 -1.59155  0.05
C 3.93134 -0.93840 -2.06383  -0.20
H 7.29713 1.32735 -0.96161  0.42
H 10.01466 1.62124 -1.81378  0.22
H 11.56157 0.68856 -3.50315  0.22
H 10.84887 -1.05649 -5.05085  0.23
H 8.54376 -1.96077 -4.99407  0.23
H 5.28314 1.55477 -0.21606  0.21
H 2.92504 1.72983 0.43384  0.21
H 1.85270 -1.45653 -1.89079  0.21
H 4.16289 -1.70213 -2.78901  0.27
Br -5.18913 -2.36917 -2.63014  0.08
C -3.92373 -2.29791 -1.20703  -0.08
C -3.89186 -1.20178 -0.36175  -0.22
C -2.97160 -1.15929 0.67390  -0.25
C -2.05980 -2.19431 0.85671  0.08
C -2.10756 -3.28369 -0.00897  -0.23
C -3.03254 -3.34546 -1.03004  -0.21
H -4.59418 -0.39508 -0.49547  0.23
H -3.01129 -0.32640 1.36110  0.22
H -1.42701 -4.11133 0.13378  0.22
H -3.07237 -4.21236 -1.67198  0.24
Cl 0.98413 6.40762 -1.36682  0.08
C 0.98609 5.17297 -0.17602  -0.07
C 1.28310 5.45537 1.15289  -0.15
C 1.25750 4.40844 2.05955  -0.23
C 0.93033 3.13696 1.62287  0.03
N 0.63673 2.87574 0.35192  -0.55
C 0.67449 3.86309 -0.52969  0.03
H 1.52315 6.46101 1.46145  0.25
H 1.48633 4.58655 3.09657  0.25
H 0.89109 2.29996 2.30822  0.22
H 0.43760 3.60631 -1.55032  0.24
N -1.75395 3.14951 -7.21436  -0.26
C -1.47155 2.74651 -6.17986  0.26
C -1.13408 2.23264 -4.90425  -0.17
C -0.14819 1.25353 -4.78237  -0.17
C 0.19588 0.78075 -3.52943  -0.17
C -0.44356 1.22648 -2.37051  -0.62
C -1.45928 2.18032 -2.53102  -0.26
C -1.79644 2.69454 -3.76742  -0.15
H 0.34336 0.87923 -5.66738  0.23
H 0.98716 0.04588 -3.44675  0.19
H -1.99080 2.52930 -1.64783  0.21
H -2.56016 3.45386 -3.86520  0.24

***

[4]
# C10H20N6O4

One molecule with the formula C10H20N6O4 (ωB97M-V/def2-TZVPD, the OMol25 dataset).

2S+1: 1
Energy relative to the best compared isomer or geometry (same formula, charge and spin), eV: 4.3957
Structure (SMILES): [H]/N=C(\N)NCCC[C@H](NC(=O)[C@@H](N)CC(N)=O)C(=O)O
Charge: 0
DFT total energy, hartree: -1022.4885
Gap between HOMO and LUMO, eV: 9.306

Each line ends with the natural charge from an NBO analysis.
Geometry (Å):
H 6.51991 -0.27653 -1.79433  0.33
N 5.74683 -0.63782 -1.31670  -0.80
C 5.69222 0.05656 -0.19596  0.60
N 6.70593 0.76273 0.38551  -0.84
N 4.53432 0.14711 0.58522  -0.65
C 3.32517 -0.68776 0.24939  -0.23
C 2.04155 -0.04608 -0.45827  -0.38
C 0.75901 -0.99004 -0.18651  -0.41
C -0.17665 -0.36196 0.85481  -0.16
N -1.40290 -1.08226 1.46957  -0.60
C -2.53272 -1.44870 0.78254  0.66
O -3.38248 -2.13734 1.36168  -0.64
C -2.72300 -1.02124 -0.73682  -0.10
N -2.99613 -2.10284 -1.53427  -0.83
C -3.91354 0.02145 -0.93553  -0.51
C -3.65312 1.38028 -0.48209  0.68
N -4.58094 1.78771 0.42514  -0.83
O -2.79128 2.19702 -0.80751  -0.65
C -0.42216 1.02136 0.36253  0.78
O -0.71460 1.90552 1.15524  -0.61
O -0.17208 1.16535 -0.80494  -0.67
H 6.69531 0.74467 1.39544  0.39
H 7.63063 0.59761 -0.05440  0.39
H 4.40096 0.99065 1.11847  0.40
H 3.56251 -1.75826 -0.01393  0.23
H 2.96374 -0.95491 1.24724  0.18
H 2.20189 0.05760 -1.47588  0.22
H 1.76089 0.89895 0.02149  0.19
H 1.26853 -1.87851 0.17514  0.21
H 0.25645 -1.32285 -1.05780  0.21
H 0.43021 -0.05942 1.65342  0.24
H -1.35444 -1.61800 2.31530  0.41
H -1.74719 -0.62772 -1.01990  0.21
H -2.15866 -2.52500 -1.82225  0.36
H -3.65340 -2.79544 -1.32086  0.39
H -4.82452 -0.34295 -0.65328  0.23
H -3.92874 0.11328 -2.03479  0.25
H -5.05320 1.22531 1.18201  0.41
H -4.42109 2.78249 0.60332  0.40
H -0.49667 2.03914 -1.32610  0.56